8 unconnected molecules or ions with the total composition C36H80N3O23S7 in a non-equilibrium geometry. Source: the OMol25 dataset; level of theory: wB97M-V/def2-TZVPD.

Values from the calculation:
frontier orbital gap	8.17	eV
HOMO energy	-11.517	eV
net charge	+1
E_LUMO	-3.3458	eV

Each line ends with the Löwdin charge.
Geometry (Å):
N -2.92314 2.55191 9.10238  -0.054
C -3.98466 2.59214 10.17919  -0.299
C -5.51881 2.35076 9.65930  -0.192
C -5.75533 0.99469 8.77196  -0.163
C -5.18010 -0.38832 9.43782  -0.127
N -4.16700 -1.04573 8.53019  -0.091
C -2.96894 -1.41368 9.39469  -0.096
C -1.89593 -2.17243 8.41616  -0.169
N -2.43507 -3.53659 8.06134  -0.071
C -3.94230 -3.58912 7.98919  -0.126
C -4.69826 -2.17976 7.67913  -0.204
O -4.73866 -1.72916 6.29483  -0.030
C -3.91509 -2.50471 5.37330  -0.229
O -4.26125 -3.68635 4.79624  0.014
C -2.43825 -1.90966 4.88088  -0.076
C -2.49103 -0.34986 4.28061  -0.002
C -1.08860 0.33573 3.72906  -0.035
C 0.31838 -0.53268 3.82149  -0.042
C 0.41866 -2.08503 4.39349  -0.029
C -1.02850 -2.74406 4.91307  -0.021
H -2.66902 3.57437 8.94945  0.090
H -2.06075 2.17414 9.59882  0.073
H -3.67922 1.79024 11.00646  0.112
H -3.95158 3.63492 10.71249  0.123
H -5.78428 3.28274 8.96192  0.133
H -6.25644 2.39301 10.56714  0.122
H -6.93810 0.85414 8.68977  0.131
H -5.39619 1.18906 7.65957  0.129
H -4.59620 -0.11438 10.44258  0.133
H -6.07430 -1.06539 9.76846  0.155
H -3.82228 -0.30544 7.85724  0.183
H -2.43791 -0.41426 9.77319  0.155
H -3.35326 -2.08012 10.28639  0.167
H -0.90608 -2.33612 9.06261  0.147
H -1.58144 -1.50410 7.50809  0.119
H -1.96476 -3.96828 7.23653  0.093
H -4.30523 -3.92777 9.07606  0.144
H -4.26954 -4.49523 7.28378  0.164
H -5.83467 -2.33214 8.01463  0.192
H -3.53622 0.22251 4.23507  0.109
H -1.14606 1.44914 3.30417  0.106
H 1.33275 -0.04870 3.46761  0.087
H 1.40361 -2.71623 4.46566  0.096
H -0.97418 -3.84811 5.29838  0.090
O 2.93958 -0.30139 0.15584  -0.299
S 2.96810 -1.26541 -0.92486  0.633
O 2.11715 -1.14267 -2.08752  -0.288
O 2.78905 -2.76316 -0.29951  -0.260
C 1.63440 -3.03810 0.48160  -0.280
C 0.38991 -3.15631 -0.37788  -0.067
C 4.64182 -1.44414 -1.48495  -0.124
H 1.50698 -2.27678 1.26072  0.096
H 1.80883 -3.99212 0.98950  0.122
H 0.14559 -2.20393 -0.85561  0.058
H -0.47191 -3.45840 0.22307  0.082
H 0.54157 -3.88934 -1.17769  0.090
H 5.29869 -1.57168 -0.62149  0.064
H 4.90912 -0.53398 -2.02769  0.080
H 4.70193 -2.30432 -2.15387  0.082
O 7.70641 -0.67276 -1.21006  -0.297
S 8.76688 -0.04374 -0.44993  0.633
O 10.01830 0.35127 -1.05728  -0.280
O 9.08726 -0.95878 0.86401  -0.267
C 9.45477 -2.31763 0.67059  -0.281
C 10.86710 -2.44631 0.13188  -0.077
C 8.10069 1.36293 0.40122  -0.130
H 8.73353 -2.82159 0.01583  0.115
H 9.39982 -2.80834 1.64769  0.123
H 10.94920 -2.02150 -0.87198  0.070
H 11.16894 -3.49552 0.07540  0.082
H 11.57431 -1.90560 0.77025  0.088
H 7.16964 1.07674 0.89575  0.064
H 7.90624 2.13951 -0.34277  0.082
H 8.83536 1.72018 1.12484  0.079
O 6.05018 3.48352 1.56894  -0.291
S 5.16551 3.95313 2.61530  0.630
O 4.31574 5.11022 2.44207  -0.280
O 6.02673 4.13595 3.99053  -0.267
C 7.15614 4.99798 3.97362  -0.277
C 6.74750 6.45845 3.93532  -0.077
C 4.15052 2.60111 3.15271  -0.124
H 7.81711 4.74936 3.13446  0.117
H 7.71911 4.80929 4.89340  0.124
H 6.23461 6.70270 3.00139  0.070
H 7.62145 7.11026 4.01585  0.084
H 6.05550 6.68706 4.75319  0.087
H 4.77925 1.72391 3.32160  0.075
H 3.42544 2.39545 2.36128  0.076
H 3.62825 2.89099 4.06605  0.073
O -1.12302 -0.11086 -2.29763  -0.293
S -0.84460 1.12536 -2.99926  0.623
O -0.79880 2.40134 -2.32047  -0.295
O -1.85617 1.24606 -4.27540  -0.264
C -3.25625 1.20147 -4.03725  -0.276
C -3.76025 2.48673 -3.40836  -0.072
C 0.66369 0.93447 -3.91337  -0.125
H -3.51403 0.33136 -3.42136  0.121
H -3.74382 1.06439 -5.00784  0.096
H -3.34264 2.62959 -2.40830  0.065
H -4.84950 2.47481 -3.31602  0.082
H -3.46273 3.35291 -4.00939  0.088
H 0.63557 -0.01028 -4.46108  0.079
H 1.48795 0.92698 -3.19578  0.056
H 0.77473 1.77966 -4.59478  0.070
O -6.02746 -2.06107 -6.27128  -0.290
S -5.74904 -0.82485 -6.97290  0.626
O -5.70324 0.45113 -6.29412  -0.298
O -6.76060 -0.70415 -8.24905  -0.262
C -8.16069 -0.74874 -8.01090  -0.276
C -8.66469 0.53653 -7.38201  -0.079
C -4.24075 -1.01574 -7.88702  -0.112
H -8.41847 -1.61885 -7.39500  0.118
H -8.64826 -0.88582 -8.98149  0.125
H -8.24708 0.67938 -6.38194  0.066
H -9.75394 0.52460 -7.28966  0.081
H -8.36717 1.40271 -7.98304  0.087
H -4.26887 -1.96049 -8.43473  0.073
H -3.41649 -1.02323 -7.16942  0.076
H -4.12971 -0.17055 -8.56842  0.079
O -2.23065 -4.46199 -9.68597  -0.294
S -2.41869 -5.89378 -9.57342  0.624
O -3.55763 -6.56796 -10.15588  -0.286
O -2.30607 -6.31779 -8.00056  -0.267
C -3.18334 -5.70181 -7.06788  -0.276
C -4.59991 -6.22938 -7.19615  -0.075
C -0.94840 -6.70794 -10.14120  -0.123
H -3.15553 -4.61080 -7.17645  0.110
H -2.80519 -5.93528 -6.06736  0.124
H -5.03691 -5.96239 -8.16191  0.069
H -5.24234 -5.81617 -6.41406  0.082
H -4.61221 -7.32260 -7.12721  0.087
H -0.07580 -6.23398 -9.68594  0.075
H -0.90839 -6.60080 -11.22809  0.079
H -1.00353 -7.76510 -9.87593  0.076
O 3.81325 7.39454 -6.74384  -0.285
S 3.62521 5.96276 -6.63129  0.625
O 2.48627 5.28857 -7.21375  -0.290
O 3.73783 5.53874 -5.05842  -0.269
C 2.86055 6.15473 -4.12574  -0.276
C 1.44399 5.62716 -4.25402  -0.073
C 5.09550 5.14860 -7.19906  -0.125
H 2.88837 7.24574 -4.23431  0.118
H 3.23870 5.92126 -3.12522  0.123
H 1.00699 5.89415 -5.21977  0.070
H 0.80155 6.04037 -3.47192  0.084
H 1.43168 4.53394 -4.18507  0.075
H 5.96809 5.62256 -6.74380  0.076
H 5.13550 5.25574 -8.28595  0.078
H 5.04036 4.09144 -6.93380  0.074